A structure of composition C43H36N8OPPd, computed with ωB97M-V with the def2-TZVPD basis set.

Atoms and positions in Å:
Pd1 -0.2284 0.1940 -0.1706
C1 -2.3777 -2.6285 -2.9733
C2 -1.5215 -1.6183 -2.4535
N1 -1.3490 -1.4449 -1.1774
C3 -1.9515 -2.3743 -0.3075
C4 -2.9409 -3.3017 -0.8874
N2 -3.1291 -3.4192 -2.1547
C5 -1.5287 -2.4020 0.9846
C6 -2.0197 -3.3136 1.9994
C7 -1.5090 -3.2702 3.2756
C8 -0.5369 -2.3133 3.5756
C9 -0.1059 -1.4205 2.5592
N3 -0.5473 -1.4934 1.3343
C10 0.8526 -0.3200 2.8382
C11 1.4387 -0.1092 4.0804
N4 2.3075 0.8729 4.2986
C12 2.6021 1.6547 3.2747
C13 2.0107 1.4662 2.0244
N5 1.1403 0.4937 1.8121
C14 -1.9893 -4.2132 4.3346
C15 -1.1955 -4.4926 5.4489
C16 -1.6513 -5.3736 6.4271
N6 -2.8374 -5.8703 6.1967
C17 -3.6833 -5.6952 5.2157
C18 -3.2421 -4.8229 4.2248
H1 -2.4885 -2.7577 -4.0408
H2 -0.9978 -0.9518 -3.1280
H3 -3.5401 -3.9323 -0.2399
H4 -2.7701 -4.0354 1.7150
H5 -0.1689 -2.1901 4.5806
H6 1.2158 -0.7372 4.9329
H7 3.3168 2.4523 3.4366
H8 2.2547 2.1155 1.1942
H9 -0.2046 -4.0822 5.5827
H10 -1.1017 -5.6679 7.3148
H11 -4.6445 -6.1978 5.2332
H12 -3.9241 -4.6171 3.4123
C19 4.0165 -3.0010 -0.3907
C20 2.7139 -2.4353 -0.9653
C21 1.5391 -3.1557 -0.3283
C22 2.7287 -0.9116 -0.7793
C23 3.8972 -0.3248 -1.5879
O1 3.2715 0.6168 -2.4845
C24 1.9710 0.6198 -2.2661
N7 1.5461 -0.1526 -1.3174
C25 1.2554 1.5435 -3.1786
C26 1.9495 1.8979 -4.3412
C27 1.4286 2.8131 -5.2384
C28 0.2130 3.4239 -4.9754
C29 -0.4849 3.0827 -3.8303
C30 0.0072 2.1259 -2.9397
P1 -1.0544 1.8803 -1.5041
C31 -1.1276 3.4692 -0.6884
C32 0.0073 3.8994 0.0032
C33 0.0249 5.1498 0.5883
C34 -1.0915 5.9747 0.4869
C35 -2.2169 5.5524 -0.2078
C36 -2.2422 4.2996 -0.8014
C37 -2.6734 1.4080 -2.1430
C38 -3.8023 1.4532 -1.3172
C39 -5.0395 1.0768 -1.8154
C40 -5.1675 0.6458 -3.1298
C41 -4.0525 0.6019 -3.9561
C42 -2.8115 0.9845 -3.4695
H13 4.0275 -4.0859 -0.4871
H14 4.0982 -2.7626 0.6740
H15 4.9119 -2.6275 -0.8865
H16 2.6888 -2.6209 -2.0457
H17 1.5438 -3.0148 0.7554
H18 1.6185 -4.2258 -0.5227
H19 0.5896 -2.8106 -0.7273
H20 2.8127 -0.6756 0.2820
H21 4.3804 -1.0698 -2.2138
H22 4.6481 0.2026 -1.0055
H23 2.9131 1.4554 -4.5396
H24 1.9863 3.0635 -6.1306
H25 -0.1902 4.1660 -5.6513
H26 -1.4287 3.5735 -3.6241
H27 0.8806 3.2621 0.0627
H28 0.9042 5.4908 1.1185
H29 -1.0793 6.9536 0.9474
H30 -3.0796 6.2000 -0.2899
H31 -3.1225 3.9815 -1.3435
H32 -3.7262 1.7888 -0.2931
H33 -5.9093 1.1330 -1.1741
H34 -6.1377 0.3600 -3.5143
H35 -4.1499 0.2896 -4.9878
H36 -1.9616 0.9671 -4.1391
N8 -2.4806 1.1691 1.7412
C43 -1.7113 0.8190 0.9566

Cartesian forces, eV/Å:
Pd -0.1751 -0.2542 0.1451
C 0.0478 0.0160 -0.0165
C -0.0443 -0.1667 0.0799
N -0.1662 0.1894 -0.2007
C -0.1996 -0.1038 -0.3069
C -0.0179 0.0056 -0.1294
N 0.0165 0.0112 -0.0145
C 0.0779 -0.3179 0.8346
C 0.0806 0.1173 -0.3271
C -0.3017 -0.2995 -0.0467
C 0.1519 0.4466 -0.1075
C -0.0738 0.0046 0.1461
N 0.4265 0.0609 0.0806
C 0.0266 -0.0167 -0.0050
C 0.0474 0.0279 -0.0654
N -0.0346 -0.0391 -0.0083
C -0.0296 -0.0348 -0.0497
C 0.0529 0.0564 0.0651
N 0.0319 0.1935 -0.0205
C -0.0311 0.0849 -0.1911
C 0.0505 -0.1301 0.0818
C -0.0685 -0.0243 -0.0160
N 0.0843 0.1337 -0.1181
C 0.0349 -0.0124 0.0423
C -0.1063 -0.0304 0.1151
H -0.0138 -0.0181 0.0155
H -0.0086 -0.0161 -0.0161
H 0.0010 0.0535 0.0203
H 0.0278 -0.0392 0.0532
H 0.0207 -0.0118 0.0021
H 0.0139 0.0027 -0.0080
H -0.0066 -0.0017 0.0161
H 0.0097 -0.0036 -0.0023
H -0.0148 -0.0081 -0.0181
H 0.0075 0.0009 -0.0061
H -0.0009 0.0127 -0.0156
H 0.0065 0.0066 0.0152
C -0.0073 -0.0034 0.0155
C -0.0178 -0.0007 -0.0385
C 0.0085 0.0202 0.0024
C -0.0424 -0.0069 -0.0741
C -0.0615 0.0473 -0.0317
O 0.0665 -0.0505 -0.0044
C 0.0510 0.0739 0.0994
N -0.0506 -0.0605 0.0001
C 0.0278 -0.0401 -0.0191
C 0.0029 -0.0156 -0.0144
C 0.0050 0.0018 -0.0032
C -0.0010 0.0008 -0.0048
C -0.0090 -0.0150 -0.0080
C -0.0175 0.0992 -0.0015
P 0.1252 -0.0125 0.0700
C -0.0695 0.0652 0.0647
C -0.1287 -0.0307 -0.1033
C -0.0332 0.0658 0.0209
C -0.0308 -0.0230 -0.0204
C 0.0577 0.0738 0.0580
C 0.0863 -0.0846 0.0333
C -0.0355 0.0393 -0.0549
C 0.0320 -0.0127 -0.0234
C -0.0096 -0.0029 0.0003
C 0.0184 0.0027 -0.0014
C -0.0251 -0.0112 0.0033
C 0.0025 -0.0159 0.0234
H 0.0067 0.0062 -0.0111
H -0.0056 -0.0110 -0.0129
H -0.0066 0.0059 0.0119
H 0.0139 -0.0122 -0.0064
H -0.0125 -0.0086 0.0103
H -0.0053 0.0060 0.0008
H -0.0088 0.0053 -0.0106
H 0.0197 -0.0618 0.0501
H 0.0503 -0.0137 0.0212
H -0.0256 0.0596 0.0008
H 0.0050 -0.0012 -0.0001
H -0.0056 -0.0031 0.0070
H 0.0077 -0.0048 0.0037
H 0.0035 -0.0054 0.0030
H 0.0329 -0.0328 -0.0187
H -0.0100 0.0041 -0.0022
H -0.0036 -0.0091 -0.0063
H 0.0172 -0.0005 0.0040
H 0.0120 0.0043 -0.0067
H 0.0160 -0.0093 0.0154
H 0.0105 -0.0017 -0.0115
H 0.0063 0.0006 0.0002
H -0.0047 0.0050 0.0088
H 0.0027 0.0225 0.0060
N 0.0443 -0.1403 -0.0858
C -0.0279 0.1963 0.0176

Properties
**Calculated total energy**: -71883.3884 eV
**Net charge**: +3
**ΔE to the lowest compared entry with this formula, charge and spin**: 0.000 eV
**HOMO energy (alpha / beta)**: -14.37 / -15.96 eV
**Multiplicity**: 5
**LUMO (alpha / beta)**: -8.904 / -11.492 eV
**HOMO-LUMO gap (alpha / beta)**: 0.20078 / 0.16431 Eh

***

A structure of composition C43H37As2BrCl2FN2O12V, computed with ωB97M-V with the def2-TZVPD basis set.

Atoms and positions in Å:
V1 -2.2271 -1.1017 0.2357
C1 -3.5400 6.1851 -0.3562
C2 -2.0538 5.8618 -0.4129
C3 -1.2695 6.7188 0.5636
C4 0.2076 6.3768 0.5208
C5 0.4002 4.9205 0.8278
C6 1.5346 4.4664 1.4553
C7 1.6939 3.1143 1.7524
F1 2.7959 2.7342 2.3900
C8 0.7545 2.1837 1.4156
C9 -0.4104 2.6245 0.7740
C10 -1.4131 1.6707 0.3949
O1 -1.2475 0.4265 0.6890
C11 -2.5501 2.1440 -0.2658
C12 -2.6898 3.5076 -0.4801
N1 -1.7924 4.4013 -0.1212
C13 -0.6042 3.9894 0.4929
C14 -3.6366 1.2635 -0.7199
O2 -4.7237 1.6039 -1.0756
O3 -3.3081 -0.0671 -0.7364
H1 -3.6503 7.2683 -0.3410
H2 -3.9937 5.7918 0.5558
H3 -4.0977 5.8266 -1.2203
H4 -1.6715 6.0219 -1.4237
H5 -1.6697 6.5744 1.5717
H6 -1.4329 7.7620 0.2980
H7 0.7708 6.9817 1.2303
H8 0.6111 6.5955 -0.4728
H9 2.3203 5.1558 1.7402
H10 0.8981 1.1358 1.6373
H11 -3.5884 3.8633 -0.9612
Cl1 0.0082 -5.1335 1.8022
C15 -1.5787 -5.0393 1.1828
C16 -2.4091 -6.1800 1.1419
C17 -3.6856 -6.1168 0.6549
Cl2 -4.6555 -7.5303 0.6159
C18 -4.2290 -4.8901 0.1773
C19 -5.5170 -4.6714 -0.3455
C20 -5.8703 -3.4058 -0.7624
C21 -4.9639 -2.3504 -0.6581
N2 -3.7401 -2.5274 -0.1696
C22 -3.3851 -3.7765 0.2340
C23 -2.0732 -3.8462 0.7203
O4 -1.4403 -2.6678 0.6815
H12 -2.0163 -7.1193 1.5072
H13 -6.2173 -5.4934 -0.4190
H14 -6.8512 -3.2118 -1.1726
H15 -5.2198 -1.3465 -0.9719
Br1 -4.5662 -0.1012 6.3395
C24 -3.9303 -0.4100 4.5989
C25 -2.8547 -1.2649 4.4009
C26 -2.3904 -1.4964 3.1181
C27 -2.9972 -0.8646 2.0271
C28 -4.0775 0.0002 2.2398
C29 -4.5488 0.2142 3.5215
H16 -2.3874 -1.7530 5.2454
H17 -1.5518 -2.1644 2.9828
H18 -4.5986 0.4781 1.4211
H19 -5.3994 0.8616 3.6876
C30 7.4405 -3.8348 0.6298
O5 6.5390 -2.8179 0.1453
C31 5.2488 -3.0947 0.2444
O6 4.8058 -4.1194 0.7095
C32 4.3281 -1.9860 -0.1667
C33 4.7258 -0.7790 -0.5675
As1 3.6311 0.8428 -0.5548
C34 4.2425 1.6192 -2.2506
C35 2.0015 0.0208 -1.2483
C36 1.5684 -1.1905 -0.9040
As2 2.4903 -2.5495 0.2194
C37 2.3221 -1.6047 1.9371
C38 0.2845 -1.6661 -1.4539
O7 -0.7864 -1.0620 -1.2298
O8 0.3590 -2.7481 -2.1578
C39 -0.8327 -3.2672 -2.7914
C40 1.1844 0.9282 -2.1095
O9 0.9242 2.0664 -1.7992
O10 0.8140 0.3573 -3.2558
C41 0.0160 1.1766 -4.1315
C42 6.1414 -0.3846 -0.8632
O11 6.7062 0.4704 -0.2299
O12 6.6134 -0.9723 -1.9549
C43 7.9691 -0.6221 -2.3007
H20 8.4216 -3.3737 0.6391
H21 7.4233 -4.6902 -0.0413
H22 7.1495 -4.1477 1.6285
H23 5.2613 1.9727 -2.1068
H24 3.6116 2.4753 -2.4798
H25 4.2115 0.8942 -3.0611
H26 2.6501 -0.5676 1.8937
H27 2.9454 -2.1390 2.6537
H28 1.2864 -1.6614 2.2759
H29 -0.6074 -4.2993 -3.0332
H30 -1.0255 -2.6969 -3.6963
H31 -1.6860 -3.2046 -2.1237
H32 -0.1065 0.6026 -5.0428
H33 0.5242 2.1153 -4.3357
H34 -0.9499 1.3785 -3.6706
H35 8.2295 -1.2581 -3.1393
H36 8.6273 -0.8048 -1.4548
H37 8.0265 0.4273 -2.5815

Cartesian forces, eV/Å:
V 0.0746 0.0910 -0.0974
C -0.0113 -0.0114 -0.0323
C -0.0062 -0.0425 -0.0065
C -0.0133 -0.0397 0.0245
C 0.0198 0.0123 0.0050
C -0.0534 0.0393 -0.0235
C 0.0398 0.0572 0.0063
C -0.0908 -0.1260 -0.0156
F 0.0967 -0.0143 0.0273
C -0.0177 0.0592 0.0553
C -0.0706 -0.1115 0.0947
C -0.1314 0.3148 0.0085
O 0.1247 0.1211 0.2089
C 0.0934 -0.0942 0.0952
C -0.0501 0.0523 -0.0257
N 0.0117 0.0373 0.0198
C 0.0431 -0.0481 -0.0112
C 0.1938 -0.2842 -0.1266
O -0.0331 0.2007 0.0032
O -0.1684 -0.1338 0.1699
H 0.0081 -0.0067 -0.0197
H 0.0115 0.0232 -0.0128
H 0.0051 -0.0154 0.0266
H 0.0277 0.0486 -0.0006
H 0.0171 0.0118 0.0020
H 0.0039 0.0013 -0.0153
H -0.0024 -0.0116 0.0001
H -0.0010 0.0071 0.0045
H -0.0295 0.0016 -0.0054
H -0.0049 0.0116 0.0103
H -0.0124 0.0026 0.0098
Cl 0.0453 -0.0324 0.0179
C -0.0324 0.1642 -0.0753
C 0.0403 -0.1253 0.0479
C -0.0414 -0.0359 -0.0081
Cl -0.0185 -0.0348 0.0010
C -0.0217 0.1027 -0.0423
C 0.0021 0.0380 -0.0113
C -0.0649 -0.0886 -0.0041
C 0.1641 0.0071 0.0579
N -0.1669 0.0385 -0.1912
C 0.0860 -0.0795 0.1086
C -0.2234 -0.2097 0.0385
O 0.1174 0.4979 0.0355
H -0.0156 0.0099 -0.0097
H 0.0097 0.0113 0.0046
H 0.0158 -0.0081 0.0121
H 0.0092 0.0043 -0.0004
Br 0.0339 -0.0151 -0.0936
C -0.0152 0.0062 0.0757
C -0.0338 -0.0065 0.0648
C -0.0062 0.0454 -0.0841
C -0.0450 -0.0639 0.4123
C -0.0249 -0.0720 -0.1190
C -0.0394 0.0056 0.0550
H -0.0016 0.0043 -0.0112
H 0.0317 -0.0048 -0.0050
H 0.0201 0.0196 0.0021
H 0.0110 -0.0052 -0.0111
C -0.0128 -0.0157 -0.0226
O -0.0049 0.0730 -0.0019
C 0.0186 -0.1003 -0.0243
O -0.0358 0.0069 0.0001
C 0.0961 0.2707 0.0692
C -0.0352 -0.1731 0.0264
As -0.0040 -0.0046 -0.1259
C -0.0013 -0.0131 0.0517
C -0.0968 0.1076 0.0777
C 0.0410 -0.2705 0.0145
As 0.0299 -0.0394 -0.0136
C -0.0659 -0.0294 0.0330
C 0.0312 0.4696 0.2266
O 0.1406 -0.6218 -0.7669
O -0.1163 -0.0601 -0.0731
C 0.0033 -0.0151 -0.0359
C 0.0630 0.0809 -0.1115
O -0.0455 -0.0251 -0.0504
O 0.0109 -0.0383 0.0483
C -0.0059 0.0141 0.0175
C 0.1164 0.0134 -0.0646
O -0.0221 -0.0282 0.0275
O -0.0363 0.0152 0.0052
C -0.0139 0.0036 0.0093
H 0.0047 0.0138 -0.0120
H -0.0126 -0.0110 0.0029
H -0.0029 0.0029 0.0212
H 0.0158 -0.0023 0.0129
H -0.0191 0.0087 -0.0107
H 0.0070 -0.0012 -0.0076
H 0.0097 0.0178 -0.0384
H 0.0036 -0.0108 -0.0044
H 0.0040 0.0209 -0.0157
H 0.0385 -0.0013 -0.0002
H 0.0095 0.0322 -0.0075
H -0.0241 -0.0057 0.0756
H 0.0048 -0.0205 -0.0048
H 0.0218 0.0118 0.0010
H -0.0104 -0.0037 0.0124
H -0.0120 -0.0034 -0.0064
H 0.0019 -0.0095 0.0071
H -0.0045 0.0142 0.0117

Properties
**Calculated total energy**: -317899.0365 eV
**Net charge**: +2
**ΔE to the lowest compared entry with this formula, charge and spin**: 0.000 eV
**HOMO energy**: -12.83 eV
**LUMO**: -7.637 eV
**HOMO-LUMO gap**: 0.19088 Eh